[1]
{
  "formula": "C34H62BrMnN3O2Sb2Si",
  "method": "wB97M-V/def2-TZVPD",
  "energy_ev": -167123.935,
  "orbital_gap_ha": [0.2145, 0.2806],
  "total_charge": 3,
  "multiplicity": 5,
  "de_lowest_ev": 0.000,
  "largest_force_ev_per_a": 0.833,
  "species": ["Mn", "C", "Sb", "C", "C", "C", "C", "C", "C", "C", "C", "C", "Sb", "C", "C", "H", "H", "H", "H", "H", "H", "H", "H", "H", "H", "H", "H", "H", "H", "H", "H", "H", "H", "H", "H", "C", "C", "C", "C", "Si", "Br", "C", "C", "C", "C", "C", "C", "C", "C", "H", "H", "H", "H", "H", "H", "H", "H", "H", "H", "H", "H", "H", "H", "H", "H", "H", "H", "H", "H", "H", "H", "H", "H", "H", "H", "H", "N", "C", "O", "C", "C", "C", "N", "C", "C", "H", "H", "H", "H", "H", "H", "C", "N", "C", "C", "C", "O", "H", "H", "H", "H", "H", "H", "H", "H", "H"],
  "xyz": [[0.61, -1.55, -1.24], [-0.32, -3.09, 2.32], [-0.90, -3.05, 0.30], [-2.83, -2.17, 0.34], [-1.25, -5.12, -0.24], [-2.56, -5.23, -0.95], [-3.70, -5.55, -0.21], [-4.95, -5.61, -0.81], [-5.07, -5.35, -2.16], [-3.94, -5.06, -2.91], [-2.68, -5.00, -2.33], [-1.48, -4.78, -3.21], [-0.71, -2.79, -3.28], [0.38, -2.88, -5.10], [-2.43, -1.69, -3.85], [-1.10, -3.62, 2.86], [-0.23, -2.07, 2.68], [0.63, -3.61, 2.44], [-3.57, -2.96, 0.40], [-2.99, -1.57, -0.54], [-2.87, -1.54, 1.23], [-1.25, -5.64, 0.71], [-0.39, -5.46, -0.82], [-3.60, -5.76, 0.85], [-5.82, -5.87, -0.22], [-6.04, -5.39, -2.64], [-4.04, -4.90, -3.98], [-1.75, -4.97, -4.26], [-0.65, -5.44, -2.97], [-0.15, -3.57, -5.74], [1.40, -3.23, -4.94], [0.39, -1.89, -5.56], [-2.66, -1.96, -4.88], [-2.24, -0.62, -3.78], [-3.26, -1.96, -3.20], [-0.26, 1.97, 4.26], [-1.36, 3.00, 3.94], [-2.68, 2.23, 3.75], [-1.52, 3.99, 5.12], [-0.91, 4.10, 2.50], [-0.04, 0.17, 0.28], [-2.22, 4.57, 1.25], [-1.72, 5.41, 0.07], [-3.22, 5.42, 2.07], [-2.94, 3.34, 0.66], [0.74, 4.99, 2.49], [1.75, 4.46, 3.51], [1.41, 4.93, 1.10], [0.39, 6.45, 2.86], [-0.65, 1.29, 5.01], [0.64, 2.42, 4.66], [0.01, 1.37, 3.39], [-2.88, 1.70, 4.69], [-2.60, 1.48, 2.96], [-3.53, 2.87, 3.56], [-1.73, 3.40, 6.02], [-2.36, 4.67, 4.98], [-0.62, 4.57, 5.32], [-1.19, 6.32, 0.37], [-2.59, 5.72, -0.51], [-1.07, 4.84, -0.59], [-2.77, 6.34, 2.46], [-3.67, 4.88, 2.90], [-4.03, 5.73, 1.40], [-2.25, 2.64, 0.19], [-3.62, 3.69, -0.12], [-3.53, 2.80, 1.39], [2.08, 3.45, 3.29], [1.38, 4.49, 4.54], [2.63, 5.11, 3.48], [1.56, 3.90, 0.76], [2.40, 5.39, 1.19], [0.86, 5.48, 0.34], [0.00, 6.53, 3.88], [-0.33, 6.92, 2.18], [1.31, 7.04, 2.82], [6.63, -4.99, 0.95], [6.16, -3.76, 1.22], [6.75, -2.93, 1.89], [4.81, -3.37, 0.63], [4.20, -2.26, 1.19], [2.99, -1.83, 0.68], [2.39, -2.43, -0.35], [2.98, -3.50, -0.89], [4.19, -4.01, -0.43], [7.52, -5.25, 1.34], [6.11, -5.69, 0.45], [4.68, -1.75, 2.01], [2.48, -0.97, 1.10], [2.48, -3.97, -1.73], [4.62, -4.86, -0.93], [3.89, -0.73, -3.95], [3.12, 0.51, -3.83], [3.69, 1.72, -4.43], [1.98, 0.51, -3.18], [1.17, 1.77, -3.07], [1.54, -0.56, -2.66], [4.54, -0.65, -4.82], [3.22, -1.57, -4.07], [4.51, -0.88, -3.06], [4.78, 1.62, -4.42], [3.43, 2.60, -3.86], [3.35, 1.83, -5.46], [1.05, 2.25, -4.04], [1.68, 2.48, -2.41], [0.20, 1.54, -2.64]],
  "lowdin_charge": [0.1295, -0.2547, 1.3435, -0.2480, -0.2586, -0.3156, -0.0514, -0.0450, -0.0404, -0.0319, -0.2864, -0.2872, 1.3992, -0.2589, -0.2546, 0.0339, 0.0048, 0.0234, 0.0193, 0.0104, 0.0183, 0.0782, 0.0575, 0.1254, 0.1208, 0.1207, 0.1231, 0.0752, 0.0693, 0.0286, 0.0109, 0.0249, 0.0340, 0.0157, 0.0142, -0.0743, -0.6066, -0.0848, -0.0539, 1.1274, 0.1660, -0.6060, -0.0838, -0.0562, -0.0757, -0.6097, -0.0834, -0.0728, -0.0555, 0.0988, 0.0666, 0.0565, 0.1010, 0.0778, 0.0728, 0.1108, 0.0899, 0.0732, 0.0731, 0.1015, 0.0826, 0.0918, 0.0713, 0.1103, 0.0556, 0.1001, 0.0634, 0.0859, 0.0749, 0.1026, 0.0797, 0.1010, 0.0630, 0.0912, 0.0706, 0.1107, 0.2026, -0.4881, 0.1010, -0.0807, 0.0399, -0.1104, -0.0632, -0.1150, 0.0211, 0.1352, 0.1021, 0.1361, 0.0739, 0.1128, 0.1233, 0.0106, -0.1055, 0.0073, -0.4372, 0.0232, -0.2209, 0.1058, 0.0766, 0.1083, 0.1060, 0.0919, 0.1149, 0.1050, 0.1018, 0.0661]
}

---

[2]
{
  "formula": "C34H62F5N5O17P5S",
  "method": "wB97M-V/def2-TZVPD",
  "energy_ev": -149366.524,
  "orbital_gap_ha": 0.2411,
  "total_charge": 1,
  "de_lowest_ev": 1.490,
  "largest_force_ev_per_a": 5.322,
  "species": ["C", "C", "C", "S", "O", "O", "F", "C", "C", "C", "C", "O", "N", "C", "C", "C", "C", "C", "C", "P", "N", "C", "C", "C", "C", "F", "C", "F", "F", "P", "N", "C", "P", "C", "C", "C", "P", "O", "O", "N", "F", "P", "N", "H", "H", "H", "H", "H", "H", "H", "H", "H", "H", "H", "H", "H", "H", "H", "H", "H", "H", "H", "H", "H", "H", "H", "H", "H", "H", "H", "H", "H", "H", "H", "H", "H", "H", "H", "H", "H", "H", "C", "O", "C", "O", "O", "C", "H", "H", "H", "H", "H", "H", "C", "O", "C", "O", "O", "C", "H", "H", "H", "H", "H", "H", "C", "O", "C", "O", "O", "C", "H", "H", "H", "H", "H", "H", "C", "O", "C", "O", "O", "C", "H", "H", "H", "H", "H", "H"],
  "xyz": [[2.08, 4.01, -0.68], [1.89, 3.27, 0.66], [0.51, 2.64, 1.05], [0.88, 2.58, 2.93], [2.20, 2.10, 3.13], [0.80, 3.92, 3.40], [-0.12, 1.71, 3.76], [0.23, 1.21, 0.40], [0.70, 0.02, 1.30], [2.22, -0.28, 1.44], [2.45, -1.79, 1.19], [1.74, -2.59, 1.75], [3.51, -2.28, 0.35], [4.71, -1.49, 0.36], [5.69, -1.88, 1.25], [6.90, -1.21, 1.32], [7.16, -0.13, 0.49], [6.17, 0.26, -0.39], [4.97, -0.41, -0.47], [1.23, 0.90, -1.20], [1.39, -0.63, -1.55], [-1.30, 0.97, -0.05], [-1.45, -0.18, -1.11], [-2.91, -0.68, -1.34], [-3.18, -2.07, -0.82], [-2.19, -2.97, -0.54], [-4.50, -2.48, -0.62], [-5.12, -2.52, 0.54], [-5.22, -2.90, -1.64], [-2.28, 0.19, 1.39], [-3.79, 0.61, 1.39], [-2.04, 2.25, -0.65], [-2.50, 2.32, -2.43], [-1.28, 2.67, -3.72], [-4.24, 2.01, -2.87], [-1.18, 3.52, -0.47], [-2.09, 5.17, -1.02], [-1.55, 5.61, -2.51], [-3.71, 4.90, -1.04], [-0.60, 3.66, 0.94], [-0.12, 4.96, 0.93], [-2.09, 3.68, 2.07], [-2.15, 4.82, 3.12], [2.35, 3.41, -1.55], [2.91, 4.71, -0.55], [1.25, 4.65, -1.00], [2.66, 2.49, 0.72], [2.22, 3.98, 1.42], [0.28, -0.88, 0.84], [0.29, 0.02, 2.31], [2.93, 0.35, 0.90], [2.49, -0.18, 2.50], [3.20, -2.53, -0.58], [5.56, -2.74, 1.90], [7.71, -1.49, 1.99], [8.09, 0.42, 0.49], [6.30, 1.08, -1.09], [4.23, -0.07, -1.19], [2.56, 1.35, -1.09], [0.60, 1.52, -2.30], [2.37, -0.88, -1.55], [-0.92, -1.09, -0.79], [-1.03, 0.03, -2.09], [-3.04, -0.74, -2.45], [-3.68, 0.05, -1.06], [-1.72, 0.57, 2.62], [-2.06, -1.21, 1.34], [-4.39, -0.21, 1.31], [-3.02, 2.31, -0.15], [-1.79, 3.01, -4.63], [-0.50, 3.41, -3.52], [-0.74, 1.76, -4.04], [-4.66, 2.86, -3.43], [-4.40, 1.10, -3.44], [-4.85, 1.94, -1.95], [-0.39, 3.40, -1.21], [-0.60, 5.45, -2.62], [-4.01, 4.92, -1.97], [-3.23, 3.88, 1.26], [-2.28, 2.47, 2.77], [-1.31, 5.40, 3.10], [-7.45, -1.11, -1.95], [-7.71, -0.44, -0.71], [-8.93, -0.69, -0.21], [-9.76, -1.40, -0.70], [-9.04, -0.01, 0.93], [-10.30, -0.17, 1.59], [-6.45, -0.84, -2.25], [-7.50, -2.19, -1.82], [-8.15, -0.79, -2.72], [-10.46, -1.22, 1.86], [-11.12, 0.18, 0.96], [-10.27, 0.42, 2.50], [1.30, -0.13, -5.21], [2.16, 0.98, -4.94], [3.09, 1.19, -5.88], [3.24, 0.54, -6.87], [3.82, 2.25, -5.51], [4.86, 2.59, -6.43], [0.60, -0.20, -4.38], [0.75, 0.02, -6.13], [1.87, -1.06, -5.26], [4.44, 2.86, -7.40], [5.57, 1.78, -6.52], [5.37, 3.46, -6.02], [11.70, -4.48, 1.90], [10.31, -4.43, 1.54], [9.71, -5.62, 1.53], [10.22, -6.68, 1.79], [8.44, -5.43, 1.17], [7.65, -6.62, 1.12], [12.07, -3.46, 1.88], [11.82, -4.87, 2.91], [12.26, -5.07, 1.19], [7.60, -7.09, 2.09], [8.05, -7.30, 0.37], [6.65, -6.32, 0.82], [-4.59, -3.66, 3.07], [-5.39, -3.65, 4.24], [-4.80, -3.06, 5.29], [-3.71, -2.56, 5.29], [-5.64, -3.11, 6.32], [-5.14, -2.51, 7.52], [-5.16, -4.16, 2.29], [-4.37, -2.64, 2.74], [-3.66, -4.21, 3.23], [-4.95, -1.45, 7.36], [-4.24, -3.01, 7.85], [-5.91, -2.62, 8.27]],
  "lowdin_charge": [-0.0755, -0.2012, -0.2810, 0.6558, -0.2085, -0.2300, -0.1428, -0.3583, -0.2095, -0.1039, -0.4082, 0.1095, 0.1001, -0.2752, -0.0074, -0.0577, -0.0788, -0.0922, -0.0638, 0.8717, -0.2111, -0.4313, -0.2508, -0.1770, -0.2277, 0.0531, -0.2615, 0.1511, 0.1653, 0.8196, -0.2454, -0.4402, 0.9491, -0.2623, -0.2533, -0.4260, 0.8811, -0.2633, -0.2792, -0.2406, 0.0008, 0.8563, -0.2123, 0.0570, 0.1032, 0.0583, 0.1025, 0.1156, 0.0898, 0.0874, 0.0755, 0.1213, 0.1288, 0.1258, 0.1142, 0.1113, 0.1089, 0.0829, 0.0260, 0.0163, -0.0373, 0.0867, 0.0660, 0.1219, 0.0714, -0.0054, 0.0606, -0.0273, 0.0617, 0.0668, 0.0274, 0.0110, 0.0433, 0.0363, 0.0587, 0.0699, 0.0483, 0.0626, 0.0435, 0.0129, -0.0040, -0.0500, -0.0064, -0.6210, 0.1392, 0.0050, -0.0320, 0.0748, 0.0926, 0.1052, 0.1003, 0.1000, 0.0945, -0.0477, -0.0303, -0.6244, 0.1458, -0.0069, -0.0321, 0.0594, 0.1020, 0.1045, 0.1009, 0.1012, 0.0934, -0.0397, -0.0039, -0.6269, 0.1338, -0.0050, -0.0394, 0.0918, 0.0987, 0.0990, 0.0990, 0.0989, 0.0908, -0.0512, 0.0170, -0.6210, 0.1166, 0.0116, -0.0351, 0.0893, 0.0724, 0.1062, 0.0973, 0.0991, 0.0952]
}